DFT (wB97M-V/def2-TZVPD) results for a 17-piece molecular cluster, C68H136O34 overall at a distorted geometry.

LUMO level (hartree): 0.02117
DFT total energy (Ha): -5230.91351
Spin multiplicity: 1
Energy above the lowest of the compared OMol25 structures with the same formula, charge and spin (kcal per mole): 28.9
HOMO-LUMO gap (eV): 10.50
Highest occupied orbital energy (eV): -9.9

```
238
Properties=species:S:1:pos:R:3:forces:R:3
O 12.472 11.043 22.964 -0.93 -0.14 -1.23
C 11.607 10.671 22.173 0.86 -1.62 1.85
O 10.908 11.407 21.361 0.11 1.63 -0.50
C 11.415 12.773 21.208 0.36 -0.44 -0.61
C 12.635 12.741 20.243 -1.51 -0.37 1.81
C 11.176 9.227 22.042 0.36 -0.22 -0.55
H 11.746 13.180 22.148 -0.11 -0.10 0.45
H 10.542 13.332 20.878 0.24 0.08 -0.31
H 13.302 11.956 20.621 0.11 0.27 -0.20
H 13.070 13.713 20.382 0.53 0.35 -0.56
H 12.266 12.490 19.273 0.18 0.10 -0.87
H 11.364 8.690 22.954 0.35 -0.16 0.33
H 11.756 8.753 21.205 -0.63 0.39 0.69
H 10.105 9.167 21.853 0.08 0.02 -0.33
O 19.072 12.240 22.174 -0.12 0.58 0.51
C 19.884 11.353 22.182 0.09 -0.47 -0.88
O 21.151 11.483 22.610 -0.03 -1.21 -0.13
C 21.719 12.774 22.832 -1.85 1.35 -0.11
C 23.197 12.706 22.648 -0.15 -0.72 -0.19
C 19.611 10.004 21.508 2.31 1.18 0.27
H 21.374 13.119 23.793 0.24 0.04 0.72
H 21.182 13.445 22.150 0.46 0.11 -0.21
H 23.543 11.979 23.385 0.42 0.03 -0.12
H 23.752 13.654 22.763 -0.51 -0.39 -0.21
H 23.268 12.268 21.644 0.74 0.27 0.17
H 20.358 9.309 21.859 0.17 -0.41 -0.03
H 19.811 10.199 20.448 -0.10 -0.12 0.09
H 18.651 9.613 21.644 -1.52 -0.19 0.29
O 20.638 22.132 21.732 -1.01 -0.59 -0.59
C 20.226 21.522 20.752 2.06 1.56 0.58
O 19.495 22.066 19.795 -0.85 -0.33 -0.33
C 18.959 23.405 19.950 0.32 -0.78 0.87
C 17.907 23.595 18.893 0.53 0.12 0.71
C 20.715 20.166 20.385 -0.35 -0.14 0.20
H 19.800 24.065 19.854 0.37 0.56 -0.35
H 18.632 23.525 20.987 -0.33 -0.10 -0.19
H 17.667 24.632 18.910 -0.46 0.90 -0.08
H 17.009 23.027 19.083 -0.17 -0.31 -0.03
H 18.333 23.387 17.934 0.05 -0.35 -0.65
H 21.388 20.136 19.545 0.09 0.42 -0.49
H 19.873 19.550 20.165 -0.56 -0.70 -0.31
H 21.237 19.757 21.215 0.39 -0.32 0.81
O 12.451 19.055 16.323 0.18 0.23 1.42
C 13.247 19.468 17.148 0.53 -0.39 -1.53
O 13.193 19.319 18.474 -0.19 -0.04 0.34
C 11.967 18.768 19.003 1.09 -1.18 0.11
C 12.036 18.716 20.518 0.40 -1.12 -0.95
C 14.477 20.245 16.742 0.31 -0.12 1.57
H 11.869 17.747 18.575 -0.19 0.66 0.40
H 11.205 19.370 18.630 -1.60 0.93 -0.56
H 12.205 19.639 21.026 0.11 0.90 0.02
H 12.889 18.056 20.708 -0.29 -0.08 0.60
H 11.103 18.290 20.888 0.18 -0.19 0.09
H 15.449 19.766 17.002 -0.77 0.10 0.04
H 14.413 21.184 17.317 0.28 -0.09 -0.51
H 14.440 20.373 15.692 -0.06 0.48 -0.90
O 15.835 9.004 19.176 -0.09 0.10 0.19
C 15.894 10.162 19.510 0.45 -0.53 0.38
O 15.904 10.559 20.811 -0.16 -0.77 -0.03
C 15.763 9.476 21.829 1.20 -0.36 -1.34
C 15.925 10.143 23.154 -0.96 -0.15 0.69
C 15.952 11.299 18.530 0.00 0.35 0.80
H 16.524 8.642 21.584 -1.28 1.34 0.40
H 14.748 9.113 21.776 -0.15 -0.50 -0.42
H 16.770 10.799 23.141 0.45 0.60 0.12
H 16.029 9.435 23.978 0.24 -0.26 -0.21
H 14.972 10.650 23.390 0.61 0.30 -0.17
H 15.203 12.003 18.895 -0.36 0.03 -0.70
H 15.843 10.910 17.520 -0.33 0.22 0.12
H 16.862 11.892 18.597 0.28 -0.30 0.13
O 24.533 15.953 22.260 0.47 -0.05 -0.21
C 23.873 16.840 22.744 0.53 -0.81 0.28
O 24.367 17.750 23.584 -0.56 0.47 -0.10
C 25.790 17.783 23.808 -0.68 0.92 -0.79
C 26.067 19.040 24.588 0.84 -0.11 0.65
C 22.410 16.982 22.545 -0.28 -0.01 0.98
H 26.245 17.846 22.807 0.26 -0.50 0.53
H 26.036 16.926 24.393 0.49 -0.80 0.02
H 25.854 19.938 24.016 0.12 0.06 -0.05
H 27.134 19.011 24.913 -0.64 0.26 -0.39
H 25.482 19.070 25.508 -0.15 -0.03 -0.11
H 21.945 16.065 22.204 0.21 -0.14 -0.41
H 22.246 17.781 21.820 -0.42 0.11 0.42
H 22.020 17.133 23.570 -0.11 0.68 -0.62
O 18.214 13.186 13.296 -1.16 0.95 -0.11
C 19.203 12.647 13.682 0.44 -0.88 -0.32
O 20.047 12.046 12.816 0.19 0.06 -0.29
C 19.752 12.188 11.349 -1.13 0.09 2.95
C 20.698 11.322 10.661 0.82 -1.44 0.60
C 19.622 12.499 15.132 -0.68 0.30 -0.35
H 19.866 13.236 11.143 0.11 0.49 -0.36
H 18.704 11.924 11.209 0.06 -0.04 -0.05
H 20.625 10.236 10.924 0.00 0.99 0.12
H 21.708 11.682 10.830 0.18 -0.19 -0.21
H 20.422 11.383 9.653 0.08 0.07 -1.86
H 18.768 12.735 15.807 0.54 -0.41 -0.64
H 20.367 13.275 15.305 0.37 -0.30 0.19
H 20.001 11.481 15.250 0.16 0.35 0.38
O 17.735 15.943 26.139 -1.37 -1.32 0.61
C 16.872 15.110 26.454 1.43 2.30 -1.21
O 16.827 13.891 25.994 -0.31 -0.85 -0.57
C 17.865 13.385 25.146 1.48 -0.16 2.04
C 19.152 13.234 25.990 -1.46 -0.13 0.29
C 15.734 15.343 27.367 -0.68 -0.42 0.42
H 18.181 14.013 24.348 -0.72 0.76 -0.94
H 17.456 12.444 24.842 0.07 -0.46 -0.57
H 19.029 12.485 26.774 0.05 0.06 -0.02
H 19.409 14.197 26.428 0.09 -0.07 -0.06
H 19.905 12.927 25.316 1.09 -0.41 -0.55
H 16.071 14.892 28.325 -0.57 0.60 -0.24
H 14.832 14.799 27.011 0.66 0.20 0.27
H 15.489 16.401 27.407 0.27 -0.05 0.43
O 15.718 15.639 17.814 -1.44 0.29 -0.81
C 14.635 15.903 17.272 1.58 -0.15 1.29
O 14.550 16.510 16.101 -0.96 -0.69 -0.06
C 15.799 16.878 15.409 -2.47 1.23 1.91
C 15.388 17.825 14.314 0.06 -1.36 -0.40
C 13.309 15.562 17.965 1.02 -0.77 -1.59
H 16.294 15.994 15.153 0.82 -1.20 -0.59
H 16.259 17.408 16.214 1.36 0.23 0.00
H 14.333 17.727 14.009 0.55 -0.18 0.10
H 16.068 17.579 13.517 -0.02 0.34 -0.86
H 15.570 18.809 14.639 0.12 1.27 0.17
H 13.254 14.461 17.888 -0.14 0.39 0.12
H 12.469 15.980 17.414 -0.05 0.17 0.36
H 13.408 15.801 19.011 -0.26 0.31 0.28
O 21.534 12.454 19.779 0.35 -0.57 0.06
C 20.844 13.321 19.319 -0.41 1.11 0.03
O 21.286 14.579 19.097 0.33 -0.02 0.31
C 22.645 14.879 19.606 -1.12 -1.30 -0.57
C 23.005 16.289 19.277 0.03 0.00 -0.51
C 19.359 13.205 19.081 0.28 -0.74 -0.58
H 23.281 14.171 19.083 0.36 0.00 0.14
H 22.689 14.626 20.658 -0.14 0.11 0.19
H 23.716 16.616 20.027 0.22 0.24 -0.12
H 22.146 16.965 19.250 0.05 -0.18 0.14
H 23.470 16.263 18.287 -0.01 0.50 0.14
H 19.004 13.802 18.237 0.04 0.10 0.34
H 18.896 13.470 20.016 -0.10 0.58 0.09
H 19.069 12.158 18.940 0.35 0.12 -0.17
O 23.628 15.047 28.223 0.90 -0.20 -2.39
C 24.100 15.098 27.071 -1.29 0.19 3.32
O 25.024 16.016 26.757 -0.11 -0.50 -0.06
C 25.440 16.946 27.820 -1.47 -0.83 -0.92
C 26.632 16.430 28.568 -0.64 -0.37 -0.77
C 23.693 14.174 25.955 0.37 0.51 -0.61
H 24.572 17.185 28.444 0.27 -0.36 0.02
H 25.605 17.804 27.207 0.70 0.82 -0.03
H 26.869 17.260 29.202 0.72 0.14 0.78
H 27.424 16.236 27.836 0.08 -0.01 0.41
H 26.370 15.513 29.122 0.25 0.53 -0.10
H 23.100 13.306 26.293 0.36 0.66 0.05
H 24.639 13.842 25.486 -0.65 0.04 -0.13
H 23.100 14.790 25.229 0.54 -0.59 0.46
O 15.219 20.331 27.442 -0.02 -0.22 0.97
C 16.016 20.159 28.335 0.30 -0.64 0.16
O 15.759 19.896 29.653 -0.73 -0.18 -0.68
C 14.415 19.573 30.089 -0.21 1.13 0.23
C 14.057 18.139 29.812 0.25 -0.32 -0.68
C 17.506 20.175 28.179 -0.25 -0.46 -0.46
H 13.691 20.270 29.664 0.13 -0.02 -0.42
H 14.443 19.836 31.147 -0.01 -0.38 0.05
H 14.253 17.953 28.729 -0.53 0.03 0.68
H 13.005 17.881 30.086 0.90 0.28 -0.26
H 14.768 17.514 30.350 -0.20 -0.27 0.14
H 17.953 19.192 28.015 -0.45 -0.33 0.25
H 17.931 20.568 29.079 0.51 0.46 0.28
H 17.738 20.697 27.277 0.33 0.77 -0.28
O 13.180 15.244 22.279 1.51 -0.16 2.33
C 13.907 14.970 23.256 -0.78 -0.37 -2.06
O 14.632 15.849 23.937 -0.47 -0.32 0.20
C 14.413 17.232 23.683 0.66 0.32 -1.01
C 15.222 17.999 24.667 0.62 0.41 -0.43
C 14.133 13.560 23.770 0.00 0.94 -0.64
H 13.388 17.482 23.782 -1.24 -0.07 -0.10
H 14.749 17.474 22.653 -0.30 -0.24 0.50
H 15.073 19.075 24.420 0.37 -0.68 0.45
H 16.253 17.654 24.477 -0.12 0.63 0.51
H 14.938 17.794 25.702 0.03 0.15 -0.16
H 15.144 13.441 24.152 -0.11 0.01 0.12
H 13.921 12.880 22.965 0.05 -0.35 -0.21
H 13.400 13.370 24.532 -0.27 -0.18 0.58
O 19.202 15.895 21.102 0.79 -0.64 -0.81
C 18.497 16.288 21.981 -1.39 -0.17 -0.65
O 17.151 16.133 21.982 0.27 0.47 0.25
C 16.538 15.415 20.894 -0.02 0.03 0.54
C 16.574 13.937 21.164 -1.02 -0.07 -1.44
C 18.936 17.093 23.117 0.31 0.69 1.48
H 16.997 15.646 19.933 0.22 0.06 0.22
H 15.501 15.761 20.824 0.20 0.14 0.28
H 15.966 13.614 20.292 0.48 -0.64 0.40
H 16.054 13.564 22.051 0.23 0.41 0.02
H 17.579 13.546 21.105 -0.20 -0.19 0.24
H 18.776 18.143 22.829 0.14 -0.14 0.06
H 20.013 16.950 23.352 -1.02 -0.03 -0.26
H 18.287 16.901 23.992 0.55 0.06 -0.25
O 17.784 19.000 17.271 0.03 -1.23 1.42
C 18.143 18.208 18.145 -0.01 2.12 -1.72
O 17.921 18.454 19.476 0.89 -1.80 -1.12
C 17.137 19.543 19.884 -0.53 0.49 0.66
C 16.065 19.047 20.837 -0.75 -0.44 -0.06
C 19.065 17.031 17.854 -2.04 0.87 0.94
H 16.799 20.106 19.030 -0.48 0.00 -0.37
H 17.775 20.217 20.434 0.42 0.29 0.17
H 15.439 18.252 20.358 0.50 0.59 0.37
H 15.389 19.854 21.163 0.21 -0.10 -0.32
H 16.514 18.646 21.761 -0.07 -0.05 -0.48
H 18.617 16.223 18.414 -0.01 -0.85 -0.41
H 19.865 17.294 18.486 1.78 0.01 0.29
H 19.277 16.887 16.787 -0.17 0.07 0.65
O 17.569 23.102 23.661 0.63 -0.86 0.44
C 17.863 22.103 24.276 -0.47 -0.09 1.05
O 18.389 22.088 25.559 0.25 1.08 -1.40
C 18.845 23.393 26.021 -0.65 -0.35 0.23
C 18.881 23.366 27.524 -0.60 1.62 1.57
C 17.579 20.671 23.890 -1.01 0.58 -0.26
H 18.137 24.152 25.688 0.02 -0.12 -0.07
H 19.813 23.630 25.570 -0.04 -0.21 0.09
H 19.099 24.410 27.886 0.11 -0.84 -0.44
H 19.611 22.724 27.993 0.34 -0.34 -0.24
H 17.912 23.168 28.050 0.52 -0.13 -0.98
H 16.992 20.196 24.708 0.25 0.36 -0.63
H 18.501 20.118 23.817 0.28 -0.08 -0.34
H 17.016 20.703 22.933 0.39 -0.35 0.67
O 22.203 17.308 26.443 -1.25 1.34 0.45
C 21.538 18.004 27.213 0.99 -1.29 0.11
O 20.666 18.949 26.912 -0.26 0.43 -1.98
C 20.425 19.168 25.432 0.11 -0.91 0.93
C 21.462 20.194 24.890 -1.69 -2.22 -0.11
C 21.663 17.871 28.703 0.41 0.05 0.34
H 19.355 19.452 25.427 0.88 0.28 -0.06
H 20.473 18.148 25.003 0.25 0.78 0.04
H 22.449 19.753 24.990 0.18 0.45 0.27
H 21.204 21.078 25.395 0.58 1.40 0.97
H 21.273 20.419 23.852 -0.08 -0.15 -0.59
H 22.361 17.040 28.894 -0.65 0.22 0.28
H 20.706 17.859 29.241 0.12 -0.64 -0.42
H 22.077 18.798 29.092 0.47 0.19 -0.10
```
Positions in Å, forces in eV/Å.